[1]
Molecular formula: C18H31BrFIN2O8P2STi
Method: DFT, ωB97M-V/def2-TZVPD

Values from the calculation:
Total energy ... -6316.92788 a.u.
M ... 771.1 g/mol
Total charge ... +2
HOMO ... -12.127 eV
Energy above the lowest of the compared OMol25 structures with the same formula, charge and spin ... 0.0 kcal/mol

```
66
Properties=species:S:1:pos:R:3:forces:R:3:mulliken_charge:R:1
S -3.359 -0.152 -2.498 -2.8 -1.1 -1.5 1.870
H 1.100 0.593 0.336 0.3 0.0 0.1 -1.094
H -4.612 0.335 3.457 0.1 0.0 0.2 0.330
Br -3.631 -3.359 -1.126 0.3 0.0 -0.2 -0.120
H 4.664 1.393 1.713 0.0 -0.3 0.3 0.328
H 1.776 -0.186 -2.826 0.3 0.1 0.0 0.408
P 0.724 -1.550 -1.455 1.0 -0.6 -1.4 0.092
H 2.547 -0.203 -1.424 0.1 0.3 0.2 -0.375
H -0.160 1.384 -1.620 0.3 -0.2 0.3 0.872
H -3.112 -1.077 1.419 0.4 0.1 0.2 0.226
C -0.798 0.141 1.229 1.2 0.5 0.5 -1.977
C -1.672 -0.852 -2.518 1.0 -0.2 0.5 -1.538
C -1.112 -1.050 -1.062 0.1 0.6 -0.4 0.957
H -5.334 -1.037 0.867 0.2 0.0 -0.3 0.242
H -0.338 -4.159 0.196 0.0 -0.3 0.0 0.375
O -4.192 -1.035 -3.239 0.2 -0.8 0.2 -0.630
C 6.396 -0.648 0.415 -0.2 -0.1 0.4 -0.330
C 5.211 -0.369 -0.459 0.1 -2.5 -1.3 0.751
C 0.733 0.378 1.333 -0.7 -0.3 0.5 0.466
C -4.900 -0.177 1.376 -0.6 0.2 1.2 -0.395
O 1.440 -2.017 -0.078 -0.5 0.3 0.1 -0.432
H 3.527 0.082 1.238 0.0 -0.1 0.1 0.526
H -0.538 -1.969 -3.965 0.1 -0.3 0.3 0.565
Ti -1.550 0.443 -4.641 -1.8 0.6 0.3 1.151
O -0.735 -3.820 -0.616 -0.1 0.4 -0.4 -0.491
C 2.109 2.534 1.819 -0.1 -0.5 0.7 -0.750
H -5.290 -1.310 3.170 0.1 0.0 0.4 0.346
H -2.260 -2.165 -4.247 -0.4 0.0 0.3 0.470
H -1.794 1.859 -1.621 -0.2 0.2 0.2 0.795
H 0.388 1.875 2.920 -0.3 -0.1 -0.1 0.349
C -0.660 2.790 -0.171 -0.3 1.0 1.1 -0.465
N -3.423 -0.123 1.267 -0.6 -0.9 -1.3 -0.179
C -1.505 -2.081 -3.451 0.1 0.9 -1.2 -1.341
C -2.951 0.390 0.040 0.2 0.4 3.2 -0.299
C -1.385 0.246 -0.187 -1.8 -0.3 0.2 2.293
O 4.707 -1.103 -1.284 -0.2 0.6 0.5 -0.563
H 2.763 2.850 2.632 0.1 0.1 0.1 0.502
H -5.382 0.710 0.983 0.4 0.2 -0.3 0.488
H 1.506 3.412 1.607 0.0 0.1 -0.4 0.292
H -1.024 -0.823 1.668 -0.1 -0.2 -0.1 0.400
H 6.466 -0.444 2.532 2.0 -0.9 0.3 0.288
H -1.461 -3.039 -2.946 -0.1 0.0 0.1 0.443
O -3.424 1.152 -3.227 3.1 -0.2 0.2 -0.867
H 7.367 -0.440 -0.032 -0.1 2.1 0.6 0.348
H 1.774 0.886 3.144 0.0 -0.2 0.0 0.550
N 1.608 -0.113 -1.829 -0.6 -0.6 0.0 -0.142
C -1.000 1.534 -0.945 0.7 -0.1 -0.8 -1.428
C 6.254 -1.116 1.708 0.1 0.3 -1.1 -0.721
P -1.772 -2.639 -0.175 -0.2 0.2 1.3 0.205
I 0.669 4.124 -1.285 -0.4 -0.2 -0.2 0.003
H -1.259 0.854 1.901 -0.4 0.2 -0.3 1.289
C 3.976 1.031 0.952 0.3 0.8 -0.1 -0.727
H 5.991 -2.159 1.853 -2.1 0.5 0.4 0.315
H 1.703 -2.937 -0.191 0.3 -0.1 0.1 0.395
O 4.732 0.887 -0.276 0.0 -0.6 0.0 -0.306
C -5.287 -0.269 2.865 0.0 0.0 -0.9 -1.243
F -3.307 1.696 0.072 0.0 0.1 -0.8 -0.372
C 1.207 1.408 2.377 0.2 0.4 -0.1 -1.629
H 2.376 1.834 -0.217 0.0 -0.1 0.0 -0.296
H -6.287 0.139 2.963 -0.2 -0.1 0.2 0.385
H 3.537 2.981 0.316 0.1 0.1 0.0 0.455
O -3.794 -0.192 -1.034 0.6 0.7 -1.5 -0.131
H 1.140 -0.559 1.690 0.3 -0.2 -0.5 0.920
O -1.068 3.153 0.885 0.4 -0.7 -1.0 -0.389
H -0.989 -0.033 -2.950 0.1 0.1 1.1 0.612
C 2.972 2.110 0.650 0.0 0.8 -0.2 -0.071
```
Positions in Å, forces in eV/Å.

[2]
Molecular formula: C32H85N5O14
Method: DFT, ωB97M-V/def2-TZVPD

Values from the calculation:
Total energy ... -2597.00014 a.u.
SMILES string ... COCCNCCOC.COCCNCCOC.COCCNCCOC.COCCNCCOC.COCCNCCOC.OCCO.O.O
M ... 764.1 g/mol
HOMO ... -7.777 eV
Energy above the lowest of the compared OMol25 structures with the same formula, charge and spin ... 73.9 kcal/mol

```
136
Properties=species:S:1:pos:R:3:forces:R:3:mulliken_charge:R:1
C 2.478 2.027 -0.500 -1.1 -0.3 -0.7 -0.054
C 2.285 7.389 0.302 -1.0 0.2 -1.8 -0.591
H -0.594 1.586 -0.130 0.1 -0.4 0.5 -0.017
H -3.494 -0.743 0.397 0.1 0.1 0.0 -0.122
C 0.605 -1.170 -7.950 1.5 -0.2 -0.2 -0.480
H -0.815 -2.687 -8.194 0.0 -0.4 -0.6 0.357
C -3.431 -1.556 1.120 0.5 -0.2 0.9 -0.691
H 0.123 -0.635 -4.663 0.3 -0.6 -0.1 0.078
H 1.655 0.102 -0.252 -0.5 0.1 0.3 -0.498
H -4.706 1.639 -2.582 0.4 0.9 0.1 0.380
C 1.088 0.225 7.088 -0.8 1.3 0.3 -0.945
O -3.035 -1.118 5.230 -0.1 0.8 -0.4 -0.280
C 2.448 0.690 0.211 -0.9 1.5 -0.3 0.566
H -5.070 -1.165 5.674 -0.1 0.1 0.0 0.301
C 2.664 6.111 -1.738 0.0 0.1 0.4 -0.705
H -4.080 0.091 -2.436 0.2 -0.4 0.0 0.385
H 2.848 3.297 4.295 0.3 0.0 0.0 0.224
C 0.248 -2.619 -7.960 0.7 -0.6 2.1 -0.741
H 0.778 -3.138 4.457 -0.2 0.2 -0.4 0.109
H -0.829 -4.794 -7.005 -0.4 -0.3 0.3 0.356
H 0.966 -3.054 -8.654 -0.6 -0.7 -0.2 0.406
H -2.643 2.315 -4.329 0.1 1.0 0.7 0.496
H 1.853 -1.377 -2.781 0.2 0.8 0.0 0.296
H -4.210 1.008 -0.993 0.8 0.7 0.1 0.303
O -1.187 2.290 -0.395 0.6 0.8 0.8 -0.392
H 0.141 -1.659 7.772 0.0 0.6 0.3 0.487
H -1.444 -5.000 0.449 0.3 -0.1 0.0 0.229
C 2.660 4.185 3.691 -0.1 -0.2 0.1 -0.493
H 3.097 5.160 -2.046 0.3 0.1 0.1 0.204
H 1.872 1.259 -2.303 -0.8 -0.1 0.1 0.430
C 1.109 -2.555 -0.603 0.8 0.0 -1.0 -1.536
H 3.127 6.937 -2.278 -0.4 0.0 -0.7 0.340
H 3.211 5.032 4.099 -0.2 0.0 0.2 0.275
H -4.179 -2.640 6.083 0.5 0.3 0.2 0.245
O 1.780 0.810 5.970 0.4 0.1 -0.5 -0.402
C 0.616 4.937 1.413 0.6 -0.7 1.6 -0.320
H 2.584 -3.999 6.560 0.6 0.3 0.5 0.347
H -3.630 0.921 5.015 -0.7 -0.3 0.0 0.521
H 0.522 0.261 4.432 0.3 -0.1 -0.6 0.126
H 0.307 7.059 -0.470 -0.7 -0.6 0.4 0.361
H -1.615 -4.163 -2.538 0.2 0.0 0.0 0.124
H 0.944 -3.829 6.770 -0.5 0.4 -0.3 0.369
N 0.173 0.646 -3.072 -0.5 -1.3 0.1 0.132
C 2.941 -2.296 2.992 0.5 0.4 -0.6 -0.758
H 3.069 4.035 2.692 -0.3 -0.1 -0.3 0.167
C -2.162 1.555 -3.714 0.7 -1.0 0.5 -0.738
H -3.280 1.049 2.462 0.8 0.1 0.3 0.467
H 2.197 -2.602 2.256 -0.9 -0.3 0.5 0.183
C 0.708 7.229 0.530 2.6 0.6 0.5 -0.854
H 3.632 -0.103 -0.963 0.5 0.1 -0.2 0.486
N -2.710 -1.048 2.333 -0.9 1.1 -0.6 0.018
H 1.182 -3.536 -1.072 0.2 -0.2 0.0 0.458
H -1.153 -0.993 -3.517 -0.1 -0.2 0.2 0.349
C 0.310 -5.176 -5.144 -1.4 0.6 0.4 -0.605
H 0.743 -2.736 0.408 -0.5 0.5 -0.1 0.240
N 2.015 -2.007 6.951 -0.9 0.1 -0.2 -0.499
H 0.438 3.006 2.430 0.8 -0.3 0.1 0.003
C -0.103 -0.713 -3.600 1.4 -0.2 0.6 -0.335
O 2.565 1.804 -1.921 1.3 0.7 0.5 -0.689
H 0.138 1.369 -8.772 0.3 -0.4 -0.3 0.357
C 0.167 -4.638 -6.589 0.1 -1.0 0.9 -0.690
H 1.593 1.664 3.989 0.6 -0.5 0.5 -0.553
O -0.416 -0.129 0.995 0.8 0.6 -0.5 0.465
H -2.059 0.474 4.618 0.2 -0.1 -0.1 -0.268
H 1.591 5.979 -1.879 -0.2 0.4 -0.3 0.284
O 2.978 6.322 -0.393 0.0 -0.5 2.6 -0.322
H 0.980 -2.729 -3.133 -1.0 -0.3 -0.4 0.258
H 2.476 8.233 -0.360 -0.5 0.6 -0.1 0.443
C -4.250 -1.816 5.373 -0.2 -0.1 -0.8 -0.713
H 1.678 4.767 1.236 0.2 0.0 -0.7 0.062
H 0.029 4.636 0.545 0.0 -0.5 0.2 0.331
C 0.816 -1.711 -2.779 -0.2 0.8 -0.3 -0.461
H -2.578 -1.772 3.025 -0.1 -0.2 0.0 0.206
H 2.732 7.723 1.239 0.5 -1.0 0.1 0.345
H -1.776 1.881 -1.029 -0.2 0.0 -0.4 0.490
H 1.137 -0.930 -8.871 0.1 0.2 -0.3 0.477
H -0.330 1.753 -4.780 0.3 -0.3 -0.1 0.334
H -0.340 2.642 -3.309 0.0 -0.1 0.3 0.342
C 1.030 1.162 4.776 -1.1 -1.0 1.5 0.171
H 2.253 0.844 1.272 0.1 -0.3 0.1 0.040
H -0.112 0.573 -2.105 -0.1 0.4 0.4 -0.222
O 3.642 0.061 -0.018 1.6 -1.5 0.2 -0.636
H -4.449 -1.817 1.409 -0.2 -0.2 -0.2 0.641
H -2.542 0.684 -4.248 0.3 -0.7 0.2 0.442
H 1.569 2.569 -0.240 -0.2 0.3 -0.1 -0.129
O 1.269 4.460 3.769 -0.2 0.3 0.0 -0.387
H 2.156 -4.203 4.462 0.3 0.0 -0.3 0.507
O -0.727 -4.520 -4.321 0.8 0.9 -2.1 -0.322
H 0.208 1.839 5.011 0.0 0.4 0.4 0.447
H -0.078 -1.001 0.790 0.1 0.0 -0.1 -0.392
C -3.929 1.096 -2.043 0.4 -1.2 -1.4 -1.067
H -0.007 -2.832 -5.858 -0.2 0.5 -0.1 0.099
O -3.067 -3.989 1.228 0.8 1.3 -1.1 -0.398
N 0.528 -3.255 -6.602 0.2 0.9 -1.4 -0.208
H -1.100 1.665 -7.644 -0.7 -0.9 0.1 0.299
C -0.906 -4.868 -2.972 0.4 -0.6 -1.3 -0.751
H 0.193 -6.258 -5.079 -0.2 -0.1 -0.1 0.490
H -2.978 -5.323 -0.345 -0.1 -0.4 -0.1 0.258
H 0.074 -4.822 -2.499 -0.2 -0.3 0.7 0.297
H 0.171 0.789 7.261 -0.4 0.1 -0.2 0.392
H -1.677 -2.552 0.352 0.2 -0.4 0.2 -0.249
H 0.141 -1.302 6.083 0.0 -0.5 -0.5 -0.012
H -0.627 4.145 3.069 0.1 0.5 0.4 0.302
H 1.316 -1.012 -7.139 0.2 0.3 0.3 0.281
C -2.507 -5.168 0.626 0.0 1.2 0.0 -0.650
H 0.834 -5.230 -7.215 0.3 0.0 -0.1 0.416
H 0.454 1.245 -7.036 0.3 -0.1 0.0 0.286
O -0.517 -0.409 -7.826 -2.1 2.3 0.4 -0.343
O -2.542 1.459 -2.325 -2.2 0.2 -0.6 -0.442
H 2.095 -2.094 -0.545 0.4 -0.3 0.3 0.391
H 3.333 2.642 -0.220 0.1 -0.2 0.0 0.344
H -4.459 -2.288 4.413 -0.6 -0.1 -0.2 0.251
C -0.591 1.666 -3.725 -1.6 1.0 -0.6 -0.832
C -2.745 -2.756 0.436 -1.1 -0.6 1.5 0.345
C -0.256 0.999 -7.825 0.5 0.0 0.2 -0.821
H 0.776 6.672 2.484 0.1 0.0 0.0 0.325
C 0.757 -1.234 6.980 0.8 -0.3 -0.6 -0.006
C -3.087 0.133 4.493 2.3 0.4 0.6 -0.256
O 0.335 -1.711 -1.437 -0.9 -0.2 0.2 0.454
C 1.787 -3.290 6.336 1.3 -1.0 0.4 -0.946
H 1.649 0.431 7.999 0.6 -0.1 -0.3 0.368
H 0.396 8.216 0.870 -0.1 0.2 -0.4 0.390
H -1.352 -5.860 -3.045 0.1 -0.3 1.1 0.476
C 1.798 -3.241 4.829 -0.8 0.5 -1.0 -0.186
C -3.408 0.110 2.999 -0.8 -1.8 0.5 -0.803
H 3.204 -1.301 2.631 0.8 -0.2 0.0 0.258
H -2.621 -6.023 1.291 -0.2 0.2 0.0 0.298
H -4.495 0.043 3.050 -0.6 -0.8 -0.8 0.330
H 3.715 -3.061 2.933 0.5 0.3 -0.3 0.423
H -3.129 -2.836 -0.580 -0.2 -0.3 -0.1 0.373
H -1.227 -0.293 1.477 -0.8 -0.3 0.7 0.147
O 2.591 -2.127 4.326 -1.4 -1.4 1.0 -0.335
C 0.407 4.053 2.735 -0.8 1.1 -2.1 -0.037
N 0.358 6.347 1.623 -0.9 -0.3 -0.3 -0.317
H 2.604 -1.550 6.269 0.4 0.6 0.2 0.473
H 1.313 -4.935 -4.794 0.1 0.2 0.3 0.270
```
Positions in Å, forces in eV/Å.

[3]
Molecular formula: C4H8N2
Method: DFT, ωB97M-V/def2-TZVPD

Values from the calculation:
Total energy ... -266.62361 a.u.
SMILES string ... C=C=N.C=NC
M ... 84.1 g/mol
HOMO ... -9.086 eV
Energy above the lowest of the compared OMol25 structures with the same formula, charge and spin ... 61.7 kcal/mol

```
14
Properties=species:S:1:pos:R:3:forces:R:3:mulliken_charge:R:1
C 0.113 -0.388 1.572 0.3 0.3 0.1 -0.652
C 0.011 1.604 0.398 -0.1 0.2 0.0 -0.888
H -1.013 1.400 0.052 0.2 0.0 0.1 0.359
H -0.046 2.277 1.258 0.0 0.1 -0.1 0.376
H 0.621 -1.283 1.934 0.0 0.1 0.0 0.414
H 1.579 -0.742 -1.908 -0.1 0.0 -0.1 0.259
H -0.920 -0.216 1.913 0.1 0.0 0.0 0.383
H 0.181 0.462 -2.225 0.0 -0.2 -0.1 0.309
N -1.046 -2.048 -0.623 0.4 0.4 -0.4 -0.632
N 0.732 0.404 0.803 -0.2 -0.2 0.5 -0.315
C 0.525 -0.501 -1.869 -0.1 -0.2 -0.2 -0.871
H 0.553 2.116 -0.402 -0.1 -0.1 0.1 0.274
C -0.301 -1.317 -1.271 -0.1 -0.1 0.2 0.666
H -0.988 -1.768 0.368 -0.2 -0.2 -0.2 0.319
```
Positions in Å, forces in eV/Å.

Question: Which value of M does entry 1 give?
Answer: 771.1 g/mol